Entry 1:
ORCA calculation (the ωB97M-V functional and the def2-TZVPD basis) on a cluster of 9 separate species, C43H82Cl18INO3PS in total at a distorted geometry.

```
! RIJCOSX wB97M-V def2-TZVPD def2/J DEFGRID3
* xyz 1 1
C 7.006 -1.900 0.045
C 6.183 -1.565 0.813
C 5.010 -1.513 1.550
N 3.976 -0.655 0.894
C 2.962 -0.113 1.855
C 1.557 -0.402 1.333
C 0.743 -0.492 2.625
C -0.732 -0.854 2.518
C -1.561 0.187 3.244
I -3.574 0.169 2.507
P 1.047 1.226 0.543
C 2.347 2.138 -0.371
C 2.454 1.972 -1.903
C -0.638 1.307 -0.153
C -0.814 2.149 -1.387
C 1.810 -1.727 0.458
C 0.878 -1.854 -0.720
C -0.401 -2.661 -0.587
C -1.472 -2.113 -1.510
C -2.844 -2.575 -1.122
C -3.939 -1.778 -1.766
C -5.227 -1.983 -1.045
C -6.368 -1.242 -1.690
C -6.410 0.160 -1.173
O -7.543 0.836 -1.656
C -7.252 2.061 -2.296
C 1.853 -2.862 1.459
C 2.570 -4.157 1.083
C 1.792 -5.189 0.296
C 2.095 -5.230 -1.168
S 3.584 -6.143 -1.381
O 4.525 -5.709 -0.440
O 3.311 -7.515 -1.398
Cl 4.248 -5.547 -3.201
C 3.115 -1.271 -0.151
Cl 3.955 -2.281 -1.295
H 7.767 -2.306 -0.517
H 5.244 -1.046 2.481
H 4.609 -2.479 1.759
H 4.429 0.117 0.411
H 3.082 -0.647 2.772
H 3.173 0.906 2.082
H 1.199 -1.134 3.351
H 0.780 0.484 3.042
H -1.104 -0.886 1.522
H -0.930 -1.771 3.018
H -1.208 1.156 3.011
H -1.605 0.016 4.292
H 2.164 3.164 -0.179
H 3.320 1.955 0.028
H 3.439 1.667 -2.174
H 2.330 2.917 -2.373
H 1.746 1.288 -2.305
H -1.265 1.716 0.598
H -1.029 0.332 -0.356
H -0.223 3.033 -1.322
H -0.445 1.614 -2.236
H -1.833 2.365 -1.580
H 0.593 -0.876 -1.051
H 1.408 -2.292 -1.531
H -0.801 -2.706 0.399
H -0.211 -3.642 -0.947
H -1.276 -2.513 -2.481
H -1.412 -1.046 -1.587
H -2.985 -2.615 -0.064
H -2.949 -3.585 -1.459
H -4.123 -2.109 -2.761
H -3.709 -0.729 -1.759
H -5.137 -1.612 -0.049
H -5.458 -3.021 -0.972
H -6.301 -1.249 -2.761
H -7.302 -1.679 -1.416
H -6.483 0.097 -0.101
H -5.496 0.655 -1.454
H -6.912 1.878 -3.295
H -8.151 2.635 -2.314
H -6.528 2.625 -1.745
H 0.870 -3.144 1.743
H 2.323 -2.556 2.360
H 2.773 -4.627 2.018
H 3.528 -3.987 0.665
H 2.064 -6.140 0.694
H 0.750 -5.113 0.479
H 2.243 -4.279 -1.626
H 1.352 -5.773 -1.699
H 2.786 -0.467 -0.764
Cl -4.664 6.013 -1.259
C -4.753 4.305 -0.757
C -4.140 4.072 0.596
Cl -2.365 4.280 0.596
H -4.273 3.707 -1.528
H -5.808 4.041 -0.725
H -4.333 3.048 0.914
H -4.552 4.746 1.340
Cl 11.225 -0.430 0.913
C 10.575 1.202 0.587
C 9.366 1.503 1.425
Cl 7.966 0.476 0.950
H 10.350 1.266 -0.474
H 11.364 1.907 0.813
H 9.070 2.539 1.295
H 9.558 1.335 2.481
Cl -5.394 -2.617 4.373
C -5.855 -1.691 5.834
C -7.345 -1.619 6.015
Cl -8.123 -0.623 4.755
H -5.414 -0.701 5.752
H -5.407 -2.197 6.682
H -7.579 -1.164 6.973
H -7.801 -2.604 5.990
Cl 8.011 -2.891 -4.297
C 7.371 -4.475 -4.818
C 8.396 -5.292 -5.554
Cl 8.799 -4.590 -7.140
H 6.494 -4.293 -5.432
H 7.062 -4.999 -3.917
H 8.001 -6.289 -5.737
H 9.314 -5.384 -4.983
Cl -6.392 -3.397 8.664
C -6.855 -2.472 10.123
C -8.346 -2.395 10.302
Cl -9.127 -1.394 9.049
H -6.412 -1.484 10.045
H -6.409 -2.983 10.973
H -8.573 -1.937 11.262
H -8.801 -3.380 10.274
Cl -6.655 4.775 -4.336
C -7.208 6.414 -4.774
C -8.409 6.840 -3.975
Cl -9.861 5.900 -4.395
H -7.415 6.422 -5.839
H -6.380 7.092 -4.577
H -8.632 7.884 -4.183
H -8.233 6.730 -2.909
Cl -3.827 2.812 -4.658
C -3.404 4.466 -5.180
C -1.918 4.683 -5.229
Cl -1.199 4.667 -3.598
H -3.887 5.160 -4.500
H -3.828 4.603 -6.172
H -1.703 5.655 -5.665
H -1.420 3.922 -5.823
Cl 10.727 4.376 1.360
C 11.948 4.777 0.117
C 11.390 5.683 -0.943
Cl 10.169 4.855 -1.944
H 12.312 3.845 -0.308
H 12.773 5.266 0.629
H 12.189 6.001 -1.608
H 10.928 6.565 -0.509
*
```

Values from the calculation:
Frontier orbital gap = 7.911 eV
Energy = -307172.65903 eV
E_LUMO = -2.059 eV

---

Entry 2:
ORCA calculation (the ωB97M-V functional and the def2-TZVPD basis) on a cluster of 2 separate species, CH3N3O in total at a distorted geometry.

```
! RIJCOSX wB97M-V def2-TZVPD def2/J DEFGRID3
* xyz 0 3
C 0.226 0.171 0.351
N -2.777 -2.010 0.497
N -2.304 -2.247 -0.473
N 0.100 -0.870 -0.329
O -1.830 -2.489 -1.492
H 0.094 1.203 0.007
H 0.486 0.052 1.395
H -0.125 -0.744 -1.315
*
```

Values from the calculation:
Expectation value of S² = 2.0056
Frontier orbital gap (alpha / beta) = 6.846 / 8.983 eV
Energy = -7596.25608 eV
E_LUMO (alpha / beta) = 1.106 / -2.620 eV

---

Entry 3:
ORCA calculation (the ωB97M-V functional and the def2-TZVPD basis) on a structure of composition C20H14I2N3O5SbSe4Ta at a distorted geometry.

```
! RIJCOSX wB97M-V def2-TZVPD def2/J DEFGRID3
* xyz -1 1
Ta 0.403 -0.353 0.768
O 3.456 5.126 0.430
C 2.589 4.247 0.450
O 2.030 3.617 -0.495
C 2.050 3.899 1.846
C 1.848 4.848 2.852
C 1.180 4.476 4.005
C 0.730 3.160 4.170
C 1.051 2.294 3.150
N 1.681 2.650 2.039
C 0.554 0.900 2.805
O 1.461 0.034 2.540
O -0.403 -2.044 1.796
H 2.199 5.860 2.697
H 0.975 5.212 4.773
H 0.157 2.849 5.032
I -6.343 -1.670 3.708
C -4.360 -1.801 3.075
C -3.349 -1.315 3.882
C -2.041 -1.417 3.443
I -0.582 -0.793 4.802
C -1.694 -1.981 2.197
O -0.554 0.939 2.117
C -2.737 -2.522 1.431
C -2.503 -3.222 0.127
N -2.395 -2.274 -0.966
C -3.181 -1.061 -1.000
C -2.319 0.057 -1.539
C -2.246 0.283 -2.899
C -1.348 1.223 -3.388
C -0.584 1.943 -2.491
C -0.699 1.633 -1.144
N -1.516 0.686 -0.663
C -4.049 -2.405 1.875
H -3.575 -0.866 4.838
H -1.567 -3.778 0.150
H -3.315 -3.958 0.027
H -2.224 -2.716 -1.851
H -4.098 -1.120 -1.599
H -3.452 -0.827 0.027
H -2.846 -0.296 -3.584
H -1.234 1.351 -4.454
H 0.139 2.682 -2.806
H -0.087 2.151 -0.417
H -4.838 -2.832 1.266
Se -1.432 -2.209 -5.347
Sb -0.139 -3.179 -3.569
Se 1.843 0.954 -0.659
Se 0.680 -1.221 -1.558
Se 1.801 -4.400 -4.201
*
```

Values from the calculation:
Frontier orbital gap = 5.021 eV
Energy = -321353.07394 eV
E_LUMO = 0.347 eV

---

Entry 4:
ORCA calculation (the ωB97M-V functional and the def2-TZVPD basis) on an isolated molecule of C3H5PS2 at a distorted geometry.

```
! RIJCOSX wB97M-V def2-TZVPD def2/J DEFGRID3
* xyz 0 1
C 0.586 -0.866 0.173
C 0.913 0.433 -0.367
C 0.377 1.563 0.091
P -1.274 -0.991 -0.087
S -1.864 -2.782 0.265
S -2.118 0.716 -0.344
H 1.103 -1.859 -0.234
H 0.687 -0.834 1.196
H 1.261 0.471 -1.390
H 0.637 2.577 -0.335
H -0.308 1.572 1.031
*
```

Values from the calculation:
Frontier orbital gap = 7.664 eV
Energy = -34150.07454 eV
E_LUMO = -1.055 eV

---

Entry 5:
ORCA calculation (the ωB97M-V functional and the def2-TZVPD basis) on a structure of composition C15H31ClHfO4P2 at a distorted geometry.

```
! RIJCOSX wB97M-V def2-TZVPD def2/J DEFGRID3
* xyz 2 1
P -0.777 -1.573 -2.380
P -2.188 -2.088 0.355
C -1.829 -3.113 -2.247
C -2.875 -2.980 -1.145
H -1.141 -3.951 -2.057
H -2.301 -3.272 -3.225
H -3.752 -2.405 -1.481
H -3.224 -3.965 -0.810
C -1.490 -3.576 1.191
H -1.238 -3.311 2.226
H -0.581 -3.908 0.674
H -2.234 -4.385 1.187
C -3.783 -1.967 1.253
H -4.245 -2.960 1.356
H -4.457 -1.303 0.694
H -3.596 -1.539 2.246
C 0.423 -2.195 -3.608
H 1.079 -1.364 -3.898
H -0.100 -2.590 -4.491
H 1.024 -2.988 -3.143
C -1.905 -0.625 -3.485
H -2.786 -0.279 -2.928
H -2.226 -1.266 -4.318
H -1.365 0.246 -3.876
Hf 4.009 3.647 2.360
C -0.408 1.398 1.954
C 0.498 0.440 2.177
C 0.860 -0.679 1.257
C 2.027 -0.409 0.263
C 1.938 0.824 -0.578
C 0.856 1.542 -0.901
C -0.559 1.162 -0.627
C -1.192 1.657 0.706
C 3.544 4.149 0.362
H -0.552 2.152 2.735
H 1.122 0.488 3.076
H -0.031 -0.968 0.685
H 1.148 -1.574 1.833
H 2.956 -0.343 0.857
H 2.132 -1.268 -0.426
H 2.917 1.171 -0.930
H 0.963 2.478 -1.460
H -0.613 0.060 -0.650
H -1.193 1.562 -1.439
H -1.357 2.747 0.658
H -2.195 1.209 0.795
H 2.796 4.954 0.307
H 3.139 3.257 -0.142
H 4.438 4.491 -0.184
O 3.635 5.614 5.614
Cl 3.388 5.764 4.187
O 2.555 4.528 3.676
O 4.716 5.451 3.423
O 4.029 1.853 2.321
*
```

Values from the calculation:
Frontier orbital gap = 2.929 eV
Energy = -56628.56411 eV
E_LUMO = -11.308 eV

---

Entry 6:
ORCA calculation (the ωB97M-V functional and the def2-TZVPD basis) on a structure of composition C43H49BMgN6O8P3S2Te at a distorted geometry.

```
! RIJCOSX wB97M-V def2-TZVPD def2/J DEFGRID3
* xyz -1 1
Mg 0.857 0.220 -0.721
C 3.918 2.365 -2.465
N 4.644 1.322 -1.785
C 5.406 1.439 -0.644
C 5.923 0.215 -0.397
N 5.493 -0.653 -1.365
B 5.846 -2.155 -1.454
N 4.590 -3.037 -1.112
C 4.518 -4.348 -1.512
C 3.373 -4.893 -1.046
N 2.716 -3.897 -0.358
C 1.449 -3.995 0.313
C 3.474 -2.759 -0.408
S 3.025 -1.326 0.387
C 4.706 0.034 -2.204
S 3.892 -0.524 -3.584
H 4.186 3.323 -2.020
H 2.844 2.200 -2.382
H 4.181 2.357 -3.524
H 5.501 2.368 -0.112
H 6.550 -0.119 0.407
H 6.179 -2.412 -2.577
H 6.703 -2.382 -0.637
H 5.301 -4.779 -2.107
H 2.973 -5.885 -1.142
H 0.803 -4.701 -0.211
H 0.997 -3.002 0.312
H 1.581 -4.310 1.353
O 0.160 0.252 1.429
P -0.422 -0.679 2.423
C -1.629 -1.862 1.711
P -1.942 -1.180 0.006
O -0.616 -1.255 -0.670
C -2.731 0.381 0.516
C -2.187 1.616 0.184
C -2.771 2.777 0.661
C -3.910 2.717 1.451
C -4.462 1.487 1.773
C -3.864 0.321 1.324
C -3.087 -2.434 -0.625
C -4.476 -2.399 -0.583
C -5.210 -3.462 -1.084
C -4.561 -4.554 -1.645
C -3.179 -4.584 -1.707
C -2.440 -3.525 -1.202
C 0.788 -1.687 3.313
C 2.086 -1.189 3.366
C 3.074 -1.926 4.002
C 2.767 -3.146 4.582
C 1.464 -3.626 4.556
C 0.474 -2.902 3.913
C -1.326 0.249 3.697
C -1.993 -0.378 4.745
C -2.659 0.377 5.695
C -2.659 1.762 5.606
C -1.982 2.391 4.571
C -1.310 1.636 3.624
H -2.519 -1.961 2.331
H -1.149 -2.836 1.590
H -1.318 1.663 -0.455
H -2.328 3.731 0.409
H -4.381 3.626 1.802
H -5.353 1.437 2.386
H -4.298 -0.634 1.593
H -4.996 -1.538 -0.184
H -6.291 -3.427 -1.052
H -5.139 -5.373 -2.053
H -2.669 -5.414 -2.174
H -1.360 -3.529 -1.253
H 2.312 -0.245 2.887
H 4.090 -1.556 4.024
H 3.539 -3.729 5.067
H 1.222 -4.570 5.028
H -0.537 -3.291 3.870
H -1.983 -1.458 4.819
H -3.177 -0.112 6.511
H -3.186 2.349 6.347
H -1.978 3.471 4.507
H -0.767 2.105 2.813
C 0.651 5.763 -0.608
N 1.352 4.571 -0.190
C 2.404 4.647 0.668
C 2.965 3.540 1.165
C 2.421 2.229 0.800
O 2.818 1.221 1.366
N 1.452 2.190 -0.173
C 0.878 3.311 -0.651
O -0.043 3.344 -1.462
H 1.348 6.595 -0.704
H -0.125 6.031 0.117
H 0.174 5.556 -1.562
H 2.749 5.647 0.905
H 3.794 3.568 1.854
C -4.705 1.335 -2.682
C -3.780 0.226 -3.160
O -2.601 0.189 -2.362
P -1.150 0.158 -3.244
O -0.113 0.747 -2.328
Te -1.157 -1.790 -4.511
O -1.464 1.328 -4.329
C -1.102 2.679 -4.048
C -1.672 3.560 -5.144
H -5.558 1.428 -3.353
H -4.159 2.278 -2.667
H -5.064 1.141 -1.671
H -3.501 0.405 -4.199
H -4.282 -0.741 -3.116
H -0.012 2.748 -4.018
H -1.472 2.981 -3.065
H -1.288 3.249 -6.115
H -1.391 4.598 -4.966
H -2.760 3.486 -5.162
O 1.610 -1.910 -2.540
C 2.017 -0.860 -2.295
*
```

Values from the calculation:
Frontier orbital gap = 5.745 eV
Energy = -133671.42036 eV
E_LUMO = 2.012 eV